Molecular formula: C40H74O20S7
Method: DFT, ωB97M-V with the def2-TZVPD basis set

Cartesian coordinates (Å):
O: 0.89 4.14 -7.96
S: 0.98 3.38 -6.74
O: 1.15 4.03 -5.49
C: -0.47 2.23 -6.51
C: 0.05 0.82 -6.44
C: 1.33 0.74 -7.30
C: 2.17 1.98 -6.95
H: -1.08 2.38 -7.40
H: -1.04 2.60 -5.67
H: 0.41 0.68 -5.41
H: -0.60 0.00 -6.75
H: 1.19 0.70 -8.38
H: 1.81 -0.19 -6.98
H: 2.88 2.25 -7.73
H: 2.59 1.91 -5.95
O: -2.35 -5.96 -3.56
S: -2.73 -4.85 -2.69
O: -3.12 -5.08 -1.28
C: -1.33 -3.71 -2.65
C: -1.80 -2.35 -3.20
C: -3.01 -2.52 -4.11
C: -3.83 -3.72 -3.55
H: -0.64 -4.14 -3.38
H: -1.02 -3.86 -1.61
H: -2.05 -1.79 -2.31
H: -1.04 -1.83 -3.78
H: -2.78 -2.63 -5.17
H: -3.58 -1.59 -4.14
H: -4.28 -4.33 -4.33
H: -4.54 -3.32 -2.83
O: -3.92 5.19 0.28
S: -3.22 4.75 1.50
O: -3.80 3.74 2.38
C: -1.50 4.21 0.89
C: -0.55 5.29 1.41
C: -1.38 6.61 1.62
C: -2.68 6.23 2.35
H: -1.56 4.06 -0.19
H: -1.37 3.27 1.41
H: -0.10 4.90 2.32
H: 0.30 5.41 0.73
H: -1.48 7.08 0.64
H: -0.83 7.33 2.22
H: -3.49 6.93 2.21
H: -2.55 5.94 3.39
O: -1.21 1.15 6.96
S: -0.67 0.21 5.96
O: 0.74 -0.09 5.85
C: -1.72 -1.32 5.93
C: -2.33 -1.38 4.51
C: -2.50 0.06 3.96
C: -1.25 0.80 4.33
H: -2.61 -1.25 6.55
H: -1.21 -2.25 6.17
H: -1.65 -1.89 3.83
H: -3.29 -1.90 4.44
H: -3.43 0.54 4.28
H: -2.52 0.09 2.87
H: -1.32 1.87 4.49
H: -0.46 0.51 3.64
O: -2.54 1.26 -0.23
S: -3.54 0.97 -1.24
O: -3.71 -0.41 -1.68
C: -5.10 1.79 -0.82
C: -5.40 2.86 -1.95
C: -3.98 3.30 -2.43
C: -3.13 2.06 -2.69
H: -4.92 2.23 0.16
H: -5.86 1.02 -0.70
H: -5.91 2.29 -2.73
H: -5.97 3.66 -1.51
H: -3.53 3.93 -1.67
H: -4.07 3.94 -3.31
H: -2.07 2.23 -2.85
H: -3.44 1.56 -3.61
O: 4.39 -6.57 1.69
S: 5.03 -5.29 1.36
O: 6.45 -5.07 1.54
C: 4.39 -4.74 -0.37
C: 3.57 -3.44 -0.10
C: 4.06 -2.87 1.18
C: 4.08 -3.97 2.22
H: 3.74 -5.56 -0.67
H: 5.27 -4.65 -1.00
H: 3.79 -2.60 -0.76
H: 2.51 -3.66 -0.05
H: 3.51 -1.96 1.43
H: 5.08 -2.50 1.03
H: 3.13 -4.42 2.51
H: 4.45 -3.69 3.20
O: 0.19 -4.47 0.54
S: -0.04 -5.63 1.44
O: 0.97 -6.07 2.37
C: -1.63 -5.56 2.36
C: -2.58 -6.52 1.65
C: -1.75 -7.65 0.96
C: -0.63 -6.90 0.33
H: -1.93 -4.51 2.38
H: -1.42 -5.96 3.35
H: -3.29 -7.02 2.31
H: -3.14 -6.00 0.87
H: -2.29 -8.25 0.22
H: -1.43 -8.36 1.72
H: -1.05 -6.38 -0.52
H: 0.29 -7.44 0.05
O: 3.10 6.69 0.26
C: 3.79 5.72 0.35
C: 3.53 4.38 -0.30
C: 4.87 3.67 -0.25
C: 5.59 4.40 0.95
O: 4.90 5.63 1.07
H: 2.76 3.87 0.27
H: 3.16 4.65 -1.29
H: 4.73 2.63 0.04
H: 5.51 3.61 -1.13
H: 5.49 3.82 1.87
H: 6.63 4.46 0.63
O: 1.18 2.70 3.18
C: 2.21 2.20 3.51
C: 2.91 2.13 4.84
C: 3.87 0.96 4.67
C: 4.14 1.00 3.19
O: 2.96 1.54 2.56
H: 3.36 3.05 5.20
H: 2.16 1.83 5.58
H: 4.78 1.14 5.24
H: 3.39 0.03 4.96
H: 5.03 1.63 3.05
H: 4.37 0.06 2.69
O: 0.17 1.14 -2.77
C: 0.34 0.57 -1.71
C: 0.56 1.20 -0.33
C: 0.43 0.08 0.63
C: 0.15 -1.18 -0.18
O: 0.33 -0.76 -1.53
H: 1.59 1.58 -0.31
H: -0.08 2.05 -0.14
H: 1.32 -0.03 1.25
H: -0.38 0.19 1.36
H: 0.82 -2.01 0.04
H: -0.82 -1.68 -0.07

Calculated values
**ΔE to the lowest compared entry with this formula, charge and spin**: 157.9 kJ/mol



Molecular formula: C40H75NO29P6
Method: DFT, ωB97M-V with the def2-TZVPD basis set

Cartesian coordinates (Å):
H: 4.73 -0.28 -1.34
N: 5.05 -0.12 -0.38
C: 4.34 0.79 0.16
C: 4.63 1.22 1.57
C: 3.20 1.43 -0.66
C: 1.98 1.78 0.17
C: 1.89 3.06 0.72
O: 2.98 3.91 0.49
C: 0.82 3.49 1.50
C: 0.85 4.90 2.07
C: -0.19 5.88 1.47
O: -0.86 6.59 2.52
C: -0.22 2.59 1.75
C: -0.14 1.29 1.19
C: 0.93 0.89 0.42
C: 1.03 -0.52 -0.15
O: 2.29 -1.13 0.17
C: 2.25 -1.88 1.32
C: 1.88 -1.36 2.56
C: 1.89 -2.14 3.70
C: 2.28 -3.47 3.65
C: 2.63 -4.01 2.42
C: 2.62 -3.22 1.28
C: -1.28 0.37 1.52
O: -1.75 -0.42 0.74
C: -1.83 0.56 2.93
C: -1.89 1.76 3.47
C: -1.41 2.92 2.63
O: -1.96 3.99 2.64
H: 5.07 0.42 2.16
H: 5.36 2.03 1.56
H: 3.72 1.52 2.11
H: 2.86 0.68 -1.38
H: 3.57 2.30 -1.21
H: 2.72 4.42 -0.29
H: 1.84 5.30 1.83
H: 0.82 4.86 3.17
H: -0.98 5.35 0.94
H: 0.27 6.66 0.85
H: -0.94 6.01 3.28
H: 0.25 -1.17 0.24
H: 0.95 -0.53 -1.24
H: 1.61 -0.31 2.65
H: 1.62 -1.74 4.68
H: 2.31 -4.09 4.55
H: 2.94 -5.04 2.34
H: 2.92 -3.68 0.34
H: -2.16 -0.28 3.55
H: -2.23 1.95 4.48
C: 7.62 -2.65 -3.91
O: 6.29 -2.51 -4.41
P: 5.08 -3.14 -3.48
O: 5.24 -2.40 -2.21
O: 5.80 -4.63 -3.45
C: 6.04 -5.33 -4.67
O: 3.58 -3.82 -3.21
C: 2.90 -4.50 -4.29
H: 8.11 -1.68 -4.01
H: 7.65 -2.96 -2.86
H: 8.16 -3.38 -4.51
H: 7.09 -5.61 -4.71
H: 5.80 -4.72 -5.54
H: 5.44 -6.24 -4.69
H: 3.28 -5.52 -4.40
H: 3.03 -3.96 -5.23
H: 1.84 -4.54 -4.06
C: 5.85 10.15 0.41
O: 4.74 9.33 0.80
P: 3.31 9.58 0.02
O: 3.67 9.31 -1.39
O: 3.29 11.19 0.36
C: 3.29 11.63 1.72
O: 1.66 9.50 -0.10
C: 0.86 9.52 1.10
H: 6.71 9.49 0.29
H: 5.66 10.68 -0.52
H: 6.06 10.87 1.20
H: 4.11 12.34 1.86
H: 3.43 10.80 2.42
H: 2.35 12.14 1.94
H: 0.72 10.54 1.45
H: 1.31 8.91 1.88
H: -0.12 9.10 0.87
C: 0.02 -6.15 -9.42
O: -0.63 -5.37 -8.42
P: -0.60 -5.96 -6.85
O: 0.89 -6.01 -6.73
O: -1.24 -7.39 -7.37
C: -2.58 -7.43 -7.87
O: -0.85 -6.44 -5.26
C: -2.18 -6.38 -4.70
H: 0.62 -5.48 -10.02
H: 0.65 -6.93 -9.00
H: -0.74 -6.62 -10.06
H: -2.58 -7.88 -8.86
H: -3.02 -6.43 -7.95
H: -3.20 -8.03 -7.21
H: -2.75 -7.26 -4.99
H: -2.71 -5.48 -5.01
H: -2.09 -6.37 -3.61
C: 6.86 -1.34 1.58
O: 7.09 -2.42 2.50
P: 7.99 -2.09 3.83
O: 7.22 -1.02 4.50
O: 9.26 -1.49 2.95
C: 9.90 -2.32 1.99
O: 8.98 -2.53 5.09
C: 9.80 -3.71 4.96
H: 5.81 -1.33 1.32
H: 7.14 -0.37 2.00
H: 7.44 -1.51 0.68
H: 9.92 -1.80 1.03
H: 9.39 -3.28 1.86
H: 10.93 -2.51 2.30
H: 10.71 -3.47 4.41
H: 9.27 -4.52 4.47
H: 10.08 -4.04 5.96
C: -4.58 0.64 1.15
O: -5.81 0.85 0.45
P: -7.15 0.13 1.09
O: -7.22 0.72 2.44
O: -6.47 -1.37 1.11
C: -6.01 -1.95 -0.11
O: -8.69 -0.48 0.99
C: -9.16 -0.99 -0.28
H: -4.07 1.60 1.24
H: -4.72 0.22 2.14
H: -3.95 -0.03 0.57
H: -4.97 -2.26 0.01
H: -6.07 -1.26 -0.95
H: -6.61 -2.84 -0.34
H: -8.80 -2.01 -0.43
H: -8.83 -0.36 -1.11
H: -10.25 -1.00 -0.27
C: -11.05 0.27 2.34
O: -12.05 -0.73 2.59
P: -13.45 -0.59 1.73
O: -12.98 -0.68 0.33
O: -13.72 0.96 2.21
C: -13.85 1.26 3.60
O: -15.07 -0.88 1.48
C: -15.93 -1.08 2.62
H: -10.10 -0.24 2.21
H: -11.26 0.87 1.46
H: -10.98 0.93 3.21
H: -13.15 2.06 3.85
H: -13.64 0.40 4.23
H: -14.86 1.62 3.80
H: -16.22 -0.13 3.05
H: -15.45 -1.70 3.38
H: -16.82 -1.60 2.28



Molecular formula: C40H76N4O8
Method: DFT, ωB97M-V with the def2-TZVPD basis set

Cartesian coordinates (Å):
C: -22.79 -15.31 9.01
C: -22.27 -14.59 7.79
C: -22.56 -13.17 7.62
O: -21.57 -15.19 6.98
H: -22.80 -16.40 8.81
H: -23.79 -15.05 9.27
H: -22.26 -14.92 9.86
H: -22.50 -12.66 8.55
H: -23.61 -13.06 7.34
H: -21.97 -12.74 6.88
C: -17.34 -13.00 9.18
C: -18.56 -12.56 8.39
C: -18.35 -11.63 7.27
O: -19.68 -12.86 8.74
H: -16.43 -13.13 8.62
H: -17.49 -13.96 9.64
H: -17.10 -12.25 10.00
H: -18.28 -12.33 6.38
H: -17.47 -11.03 7.40
H: -19.19 -10.98 7.14
C: -14.86 -13.52 5.34
C: -15.55 -12.25 4.76
C: -16.56 -12.46 3.71
O: -15.22 -11.13 5.09
H: -15.50 -13.84 6.13
H: -13.86 -13.23 5.72
H: -14.77 -14.35 4.61
H: -17.28 -13.23 3.95
H: -16.03 -12.82 2.86
H: -17.05 -11.56 3.39
C: -16.61 -8.54 3.12
C: -17.50 -9.00 4.26
C: -17.19 -8.48 5.61
O: -18.52 -9.64 4.01
H: -16.88 -7.51 3.07
H: -16.88 -9.02 2.21
H: -15.57 -8.68 3.46
H: -16.11 -8.56 5.75
H: -17.69 -9.05 6.35
H: -17.54 -7.45 5.66
C: -21.70 -7.75 1.92
C: -20.87 -6.48 2.12
C: -19.79 -6.35 1.08
O: -21.16 -5.67 2.99
H: -21.15 -8.55 2.42
H: -21.58 -8.09 0.94
H: -22.72 -7.68 2.29
H: -18.96 -7.01 1.32
H: -19.45 -5.30 0.97
H: -20.22 -6.70 0.17
C: -19.93 -3.10 5.26
C: -18.52 -3.64 5.64
C: -17.54 -4.11 4.51
O: -18.22 -3.72 6.85
H: -19.85 -2.09 4.89
H: -20.60 -3.04 6.06
H: -20.22 -3.79 4.50
H: -18.02 -4.60 3.70
H: -16.91 -4.77 5.01
H: -17.06 -3.31 4.11
C: -19.54 -5.43 9.32
C: -18.89 -6.65 8.98
C: -17.42 -6.55 8.66
O: -19.51 -7.68 8.93
H: -20.24 -5.61 10.13
H: -20.14 -5.02 8.50
H: -18.91 -4.53 9.60
H: -16.87 -7.21 9.32
H: -17.04 -5.52 8.66
H: -17.22 -6.90 7.69
C: -18.29 -16.15 7.13
C: -18.47 -15.93 5.63
C: -19.47 -16.76 4.92
O: -17.95 -14.96 5.11
H: -19.12 -16.66 7.65
H: -18.09 -15.12 7.53
H: -17.37 -16.80 7.25
H: -19.45 -16.81 3.86
H: -20.44 -16.32 5.19
H: -19.43 -17.85 5.20
C: -21.58 -11.47 11.29
C: -21.33 -10.54 10.13
C: -21.89 -9.18 10.47
C: -23.34 -9.24 10.30
N: -24.46 -9.51 10.22
H: -21.36 -12.47 11.01
H: -22.65 -11.59 11.43
H: -21.06 -11.20 12.22
H: -21.74 -10.88 9.14
H: -20.28 -10.53 9.93
H: -21.50 -8.41 9.75
H: -21.49 -8.82 11.41
C: -24.24 -11.61 3.99
C: -25.48 -12.19 3.38
C: -25.77 -11.47 2.08
C: -25.87 -10.03 2.33
N: -26.04 -8.91 2.46
H: -24.38 -10.53 4.29
H: -23.42 -11.58 3.25
H: -23.80 -12.24 4.77
H: -26.31 -12.12 4.09
H: -25.44 -13.28 3.13
H: -26.72 -11.81 1.66
H: -25.00 -11.66 1.31
C: -21.48 -9.48 5.12
C: -22.08 -8.63 6.17
C: -21.91 -7.14 5.66
C: -20.54 -6.68 5.82
N: -19.44 -6.34 5.87
H: -20.40 -9.19 4.95
H: -22.04 -9.32 4.20
H: -21.62 -10.54 5.32
H: -21.67 -8.71 7.16
H: -23.10 -8.86 6.19
H: -22.51 -6.47 6.34
H: -22.20 -6.94 4.63
C: -21.11 -14.37 2.53
C: -19.78 -13.91 1.83
C: -19.68 -12.41 1.95
C: -20.85 -11.77 1.38
N: -21.78 -11.31 0.89
H: -21.06 -15.46 2.73
H: -22.00 -14.10 1.96
H: -21.29 -14.01 3.53
H: -19.61 -14.33 0.85
H: -18.99 -14.38 2.44
H: -18.77 -12.08 1.47
H: -19.65 -12.07 3.02

Calculated values
**ΔE to the lowest compared entry with this formula, charge and spin**: 0.0 kJ/mol



Number 1: E_LUMO 0.177 eV, electronic energy -159473.68904 eV. Number 2: E_LUMO -2.633 eV, electronic energy -159289.97952 eV. Number 3: E_LUMO 0.532 eV, electronic energy -65050.40669 eV.